[1]
ORCA calculation (ωB97M-V/def2-TZVPD) on a molecular structure, C16H13ClN4O3S3 in a non-equilibrium geometry.

- gap between HOMO and LUMO (eV) = 7.09
- energy above the lowest of the compared OMol25 structures with the same formula, charge and spin (kJ/mol) = 171.6
- LUMO level (hartree) = -0.0685
- HOMO energy (eV) = -8.959
- E (eV) = -73930.86563

Structure (ORCA input):
```
! wB97M-V def2-TZVPD RIJCOSX def2/J DEFGRID3
* xyz 0 1
O 0.50728 1.41085 2.30772
O 2.33630 -1.69687 -2.30685
O 0.30285 -0.37538 -2.43183
Cl 3.20225 3.90083 -3.43800
N 1.29896 -3.98237 2.71253
N 2.44407 -2.45466 0.94349
S 2.84518 -3.24987 2.43411
S -3.29103 -0.42056 0.86032
C 0.07808 1.65154 1.19586
C 1.71584 4.14215 -1.10412
C 0.92790 3.64713 -0.12926
C 2.24276 1.89842 -1.86459
C -1.42276 -3.66631 0.37266
C -0.85128 -2.88278 -0.59090
C 2.30886 3.26209 -2.07312
C 0.96585 2.24194 0.15869
C 1.55673 1.34799 -0.75318
C -0.74041 -4.15347 1.47866
C 0.47325 -2.36188 -0.37245
C 0.58288 -3.73550 1.70516
C 1.20286 -2.79259 0.79271
N -1.28787 1.28292 0.96774
N 1.74822 0.00609 -0.39604
C -2.09681 0.55241 1.88576
C -3.00473 0.55470 -0.57884
C -1.93675 1.55811 -0.27327
S 1.21662 -1.14335 -1.53081
H 1.76139 5.19387 -1.13379
H 0.43953 4.32095 0.50796
H 2.72424 1.15866 -2.46792
H -2.47107 -3.78789 0.51821
H -1.40969 -2.63754 -1.42677
H -1.23120 -4.78285 2.20886
H 1.25720 -0.23947 0.46070
H -1.58071 -0.09758 2.56080
H -2.66152 1.25809 2.54456
H -2.54996 -0.20315 -1.21756
H -3.85305 0.94799 -1.08922
H -2.44587 2.59573 -0.28126
H -1.30441 1.73162 -1.15670
*
```

---

[2]
ORCA calculation (ωB97M-V/def2-TZVPD) on a molecular structure, C16H13CuN6S.

- gap between HOMO and LUMO (alpha / beta) (eV) = 7.77 / 5.87
- energy above the lowest of the compared OMol25 structures with the same formula, charge and spin (kJ/mol) = 15.7
- LUMO level (alpha / beta) (hartree) = -0.1241 / -0.1884
- HOMO energy (alpha / beta) (eV) = -11.152 / -11.000
- ⟨S²⟩ = 0.772
- E (eV) = -81214.10988

Structure (ORCA input):
```
! wB97M-V def2-TZVPD RIJCOSX def2/J DEFGRID3
* xyz 1 2
Cu -0.02966 -1.20659 -0.64905
N 3.79578 -2.84695 -0.57648
C 2.81817 -2.44884 -1.40043
N 1.78302 -2.09122 -0.67607
C 2.19247 -2.30277 0.61494
N 3.41385 -2.76698 0.70276
C 1.27205 -2.06442 1.72202
C 1.61936 -2.15432 3.06617
N 0.71269 -1.99106 4.01791
C -0.53673 -1.74042 3.65093
C -0.89084 -1.60725 2.31292
N 0.01749 -1.76389 1.35876
H 4.70803 -3.20851 -0.80336
H 2.89037 -2.43869 -2.47546
H 2.64105 -2.35011 3.36733
H -1.27072 -1.64372 4.44084
H -1.89979 -1.37308 1.99941
C 2.14460 1.24052 -0.94567
C 0.72029 1.70536 -0.96498
C 0.42966 3.08321 -0.93512
C -0.86871 3.50254 -0.94585
C -1.90737 2.55260 -1.01638
C -3.27223 2.91565 -1.04328
C -4.24280 1.95363 -1.13234
C -3.89315 0.59997 -1.18882
C -2.56742 0.19786 -1.15895
S -2.16515 -1.48431 -1.26019
C -1.54343 1.18649 -1.05913
N -0.24045 0.79608 -1.00110
H 2.81843 2.06398 -1.16866
H 2.29141 0.44787 -1.67706
H 2.40029 0.84871 0.04207
H 1.24625 3.79089 -0.90466
H -1.10857 4.55822 -0.91259
H -3.53142 3.96493 -0.97804
H -5.28727 2.23385 -1.15045
H -4.65957 -0.15921 -1.27195
*
```

---

[3]
ORCA calculation (ωB97M-V/def2-TZVPD) on a molecular structure, C16H13LaN2O6 in a non-equilibrium geometry.

- gap between HOMO and LUMO (alpha / beta) (eV) = 5.46 / 5.47
- energy above the lowest of the compared OMol25 structures with the same formula, charge and spin (kJ/mol) = 0.0
- LUMO level (alpha / beta) (hartree) = -0.3120 / -0.3091
- HOMO energy (alpha / beta) (eV) = -13.948 / -13.887
- E (eV) = -32908.10363

Structure (ORCA input):
```
! wB97M-V def2-TZVPD RIJCOSX def2/J DEFGRID3
* xyz 2 1
O -0.97419 -3.65013 -1.05718
C -0.95859 -2.52667 -0.85263
La -0.29927 0.75303 0.54291
O 2.50841 -1.51810 0.02662
C 1.63730 -0.79975 0.27708
C 1.75851 1.81648 -0.50909
O 2.71461 2.09617 -1.10270
C -0.57644 0.83358 -2.18067
O -0.47183 1.60956 -3.10670
C 0.58774 -0.16066 -1.91362
O 1.20875 -0.84864 -2.65112
H -1.47804 0.69881 -1.40452
C -1.36750 0.41454 7.25471
N -1.80418 0.44267 5.87194
N -0.94796 0.44764 4.81812
C -1.66863 0.60452 3.67508
O -1.12108 0.63467 2.49647
C -3.02017 0.71572 4.05606
C -3.05868 0.63417 5.43152
C -4.20102 0.72261 6.36447
C 0.45219 0.14979 4.93391
C 0.85318 -0.96611 5.67281
C 2.21363 -1.27557 5.76128
C 3.15767 -0.48891 5.08761
C 2.73953 0.61429 4.33234
C 1.38681 0.94061 4.24998
H -0.28326 0.49564 7.33374
H -1.69317 -0.51786 7.73114
H -1.82390 1.25620 7.78757
H -3.84617 0.83787 3.37339
H -4.30440 -0.18269 6.98196
H -4.11930 1.58852 7.03912
H -5.12036 0.84489 5.77727
H 0.10481 -1.58093 6.18288
H 2.52845 -2.13183 6.35769
H 4.22030 -0.73470 5.15014
H 3.46666 1.23602 3.80829
H 1.03816 1.82035 3.69184
*
```

---

[4]
ORCA calculation (ωB97M-V/def2-TZVPD) on a single C16H13N4O9PS molecule in a non-equilibrium geometry.

- gap between HOMO and LUMO (eV) = 8.05
- energy above the lowest of the compared OMol25 structures with the same formula, charge and spin (kJ/mol) = 0.0
- LUMO level (hartree) = -0.0528
- SMILES string = O=C(O)C1=NN(c2ccc(S(=O)(=O)O)cc2)C(=O)[C@H]1/N=N/c1cccc(P(=O)(O)O)c1
- HOMO energy (eV) = -9.487
- E (eV) = -61313.80008

Structure (ORCA input):
```
! wB97M-V def2-TZVPD RIJCOSX def2/J DEFGRID3
* xyz 0 1
O 2.29655 3.21273 -1.86515
C 2.37366 2.44234 -0.91125
O 3.55962 1.94416 -0.52831
C 1.28562 2.16972 0.03292
N 0.17218 2.87271 -0.06713
N -0.61694 2.55470 1.00577
C -1.91036 3.12102 1.19388
C -2.52688 3.80875 0.11409
C -3.83945 4.29686 0.15136
C -4.56897 4.17124 1.35899
S -6.26557 4.76596 1.46349
O -6.82798 4.56085 2.77750
O -7.13560 4.26013 0.37707
O -6.19091 6.35960 1.25239
C -3.96684 3.58100 2.47928
C -2.64418 3.06749 2.41010
C -0.01244 1.55170 1.75841
O -0.32306 1.22897 2.90099
C 1.36480 1.20923 1.17784
N 1.45619 -0.20408 0.76306
N 2.65950 -0.60723 0.55036
C 2.80040 -1.99617 0.39320
C 1.79404 -2.96919 0.72511
C 2.06286 -4.34091 0.56135
C 3.29403 -4.74805 0.09961
C 4.31520 -3.77657 -0.19270
P 5.96509 -4.34908 -0.75940
O 5.84028 -5.31942 -1.86664
O 6.73211 -4.97902 0.49150
O 6.85415 -3.28339 -1.46276
C 4.04582 -2.41609 -0.08728
H 4.16556 2.28697 -1.22053
H -2.04552 3.86868 -0.84771
H -4.25900 4.79539 -0.74690
H -6.63520 6.59430 2.06595
H -4.50770 3.49927 3.37721
H -2.18697 2.65177 3.31715
H 2.14488 1.53271 1.89271
H 0.83393 -2.60089 1.05889
H 1.26367 -5.04024 0.80504
H 3.49006 -5.81155 0.02052
H 7.39299 -5.43947 -0.03736
H 6.76902 -3.58452 -2.37485
H 4.81514 -1.65861 -0.32397
*
```

---

[5]
ORCA calculation (ωB97M-V/def2-TZVPD) on 2 unconnected molecules or ions with the total composition C16H14BBrF7N2O3 in a non-equilibrium geometry.

- gap between HOMO and LUMO (eV) = 8.05
- LUMO level (hartree) = 0.0606
- HOMO energy (eV) = -6.402
- E (eV) = -115690.52271

Structure (ORCA input):
```
! wB97M-V def2-TZVPD RIJCOSX def2/J DEFGRID3
* xyz -1 1
O 6.49998 0.20346 1.57194
C 6.06099 -0.77013 1.00975
O 4.94429 -0.70778 0.18016
C 5.11774 0.29426 -0.83829
C 4.07421 0.13589 -2.02658
C 2.62401 0.44646 -1.48094
C 2.42227 1.76462 -0.81665
N 1.23451 2.14001 -0.28774
C 0.24804 1.17516 -0.42556
C -1.10937 1.44825 0.13914
C -1.31042 2.82788 0.86270
C -1.82407 3.95061 -0.13688
O -1.22302 4.29061 -1.09599
Br -3.56784 4.81402 0.32741
C -2.21712 0.51432 0.03942
C -3.57394 0.90657 0.70098
C -4.75935 -0.09861 0.41876
C -4.77467 -1.34098 1.37440
F -5.94860 -1.34816 2.12810
F -3.73971 -1.38805 2.26820
F -4.75687 -2.49332 0.60545
C -1.97441 -0.78421 -0.66263
C -0.66789 -1.05124 -1.21130
C 0.49242 -0.09517 -1.12321
N 1.69070 -0.51616 -1.68394
H 6.57663 -1.75157 1.22598
H 5.05870 1.33961 -0.42548
H 6.14437 0.19723 -1.30762
H 4.16317 -0.91369 -2.41166
H 4.39719 0.87198 -2.81498
H 3.27839 2.46958 -0.72561
H -0.36197 3.22836 1.30567
H -2.05857 2.76233 1.69791
H -3.89529 1.90770 0.29146
H -3.48097 1.02503 1.81420
H -5.71420 0.47067 0.61491
H -4.78321 -0.42011 -0.65918
H -2.75894 -1.56826 -0.76677
H -0.49582 -2.03547 -1.71948
B -0.00522 -4.38160 0.81085
F 0.64029 -3.32366 1.50985
F -0.75211 -3.84071 -0.27997
F 0.97112 -5.28803 0.31125
F -0.88544 -5.06772 1.69193
*
```